Entry 1:
Below is C36H25Br2F5IrN2O4 as an isolated structure, with properties calculated with the ωB97M-V functional and the def2-TZVPD basis.

Values from the calculation:
ΔE to the lowest compared entry with this formula, charge and spin: 81.0 kJ/mol
HOMO (spin up / spin down): -12.89 / -12.83 eV
Charge: +2
2S+1: 6
<S²>: 8.823

Positions of all 75 atoms, in Å:
Ir -0.242 1.267 -0.136
C -3.555 0.352 -2.407
C -3.251 1.141 -1.176
C -4.001 0.933 -0.018
C -3.803 1.706 1.116
C -2.841 2.708 1.123
C -2.072 2.945 -0.017
C -2.271 2.150 -1.173
H -3.561 -0.713 -2.181
H -2.841 0.544 -3.204
H -4.550 0.612 -2.769
H -4.782 0.189 -0.027
H -4.425 1.555 1.987
H -2.725 3.341 1.991
H -1.464 3.840 -0.081
H -1.845 2.475 -2.117
Br 1.678 5.817 -1.987
C 2.707 4.309 -1.559
C 4.092 4.339 -1.605
C 4.843 3.232 -1.253
Br 6.719 3.314 -1.389
C 4.215 2.044 -0.777
C 4.897 0.903 -0.324
C 4.175 -0.171 0.139
C 2.779 -0.099 0.165
N 2.121 0.957 -0.259
C 2.802 2.011 -0.736
C 1.996 3.127 -1.190
O 0.748 3.023 -1.248
H 4.595 5.241 -1.921
H 5.976 0.888 -0.337
H 4.672 -1.060 0.490
H 2.181 -0.917 0.540
F 1.744 1.616 6.507
C 1.117 1.310 5.387
C 0.203 0.250 5.346
F -0.053 -0.431 6.453
C -0.414 -0.096 4.158
F -1.278 -1.115 4.139
C -0.173 0.597 2.935
O -0.682 0.236 1.825
C 0.703 1.712 3.057
F 0.914 2.435 1.923
C 1.360 2.047 4.222
F 2.222 3.054 4.234
C -3.678 -3.445 2.170
O -2.894 -3.364 0.988
C -1.562 -3.271 1.079
C -0.824 -3.293 2.262
C 0.552 -3.213 2.220
C 1.226 -3.123 1.004
C 0.521 -3.075 -0.181
C -0.871 -3.161 -0.160
N -1.624 -3.326 -1.313
C -1.354 -3.051 -2.570
C -0.464 -2.104 -3.115
C -0.063 -2.269 -4.459
C 0.762 -1.370 -5.083
C 1.132 -0.191 -4.414
C 0.680 0.057 -3.151
C -0.086 -0.891 -2.414
O -0.476 -0.669 -1.230
H -4.715 -3.432 1.841
H -3.493 -2.589 2.822
H -3.476 -4.369 2.716
H -1.324 -3.405 3.208
H 1.122 -3.256 3.136
H 2.304 -3.157 1.004
H 1.040 -3.037 -1.129
H -2.491 -3.833 -1.138
H -1.939 -3.612 -3.294
H -0.381 -3.154 -4.988
H 1.111 -1.550 -6.087
H 1.748 0.539 -4.917
H 0.889 0.995 -2.655

Entry 2:
Below is C30H57Br9Hg2N3O3 as an isolated structure, with properties calculated with the ωB97M-V functional and the def2-TZVPD basis.

Values from the calculation:
ΔE to the lowest compared entry with this formula, charge and spin: 406.9 kJ/mol
HOMO: -10.46 eV
Charge: +1
2S+1: 1

Positions of all 104 atoms, in Å:
Hg -1.497 -1.835 0.930
Hg 2.459 -2.356 0.380
C -3.333 -1.640 -1.272
C -4.544 -2.088 -0.446
C -5.078 -3.291 -1.319
C -5.759 -4.427 -0.649
C -4.808 -4.821 0.526
C -4.585 -3.651 1.624
N -3.972 -2.495 0.899
O -3.580 -1.400 1.791
C -3.641 -4.214 2.655
C -5.950 -3.377 2.261
C -5.589 -0.949 -0.500
H -2.427 -2.246 -1.255
H -3.038 -0.651 -0.921
H -3.628 -1.572 -2.319
H -4.347 -3.595 -2.068
H -5.939 -2.967 -1.904
H -5.878 -5.278 -1.320
H -6.638 -4.041 -0.133
H -3.866 -5.175 0.109
H -5.354 -5.656 0.966
H -3.672 -5.299 2.762
H -3.786 -3.703 3.607
H -2.600 -4.073 2.363
H -6.309 -4.285 2.745
H -6.673 -2.854 1.635
H -5.817 -2.757 3.147
H -6.481 -1.327 0.000
H -5.703 -0.551 -1.508
H -5.116 -0.123 0.030
C 1.552 1.414 2.928
C 0.207 0.735 2.532
C -0.940 1.774 2.960
C -1.328 2.884 2.066
C -1.381 2.533 0.594
C -0.145 1.686 0.113
N -0.022 0.537 1.068
O 0.721 -0.540 0.465
C 1.154 2.596 -0.072
C -0.655 1.268 -1.280
C 0.205 -0.578 3.470
H 1.605 2.497 2.820
H 2.435 1.075 2.385
H 1.672 1.404 4.011
H -0.588 2.263 3.868
H -1.778 1.109 3.170
H -0.626 3.717 2.093
H -2.331 3.248 2.291
H -1.339 3.452 0.009
H -2.298 2.050 0.256
H 1.278 3.066 -1.048
H 1.940 1.864 0.113
H 1.138 3.418 0.643
H 0.146 0.769 -1.826
H -0.962 2.071 -1.950
H -1.523 0.612 -1.353
H 1.023 -1.292 3.380
H -0.717 -1.021 3.094
H 0.152 -0.408 4.546
C 6.879 -1.268 0.792
C 5.383 -0.906 0.698
C 5.068 0.656 0.610
C 5.470 1.244 -0.741
C 4.789 0.540 -1.941
C 4.702 -1.011 -1.801
N 4.690 -1.549 -0.395
O 4.543 -3.050 -0.311
C 5.876 -1.608 -2.578
C 3.414 -1.281 -2.647
C 4.804 -1.291 2.013
H 7.189 -2.208 1.248
H 7.421 -0.461 1.284
H 7.300 -1.300 -0.213
H 5.643 1.270 1.303
H 4.034 0.866 0.885
H 6.516 0.936 -0.748
H 5.397 2.325 -0.855
H 5.388 0.854 -2.796
H 3.816 1.018 -2.054
H 6.096 -2.667 -2.446
H 6.861 -1.232 -2.302
H 5.845 -1.342 -3.634
H 3.560 -0.905 -3.659
H 2.635 -0.806 -2.050
H 3.413 -2.362 -2.508
H 4.878 -2.364 2.194
H 3.745 -1.031 2.034
H 5.240 -0.894 2.929
C -4.108 2.395 -3.140
Br -5.840 2.503 -4.153
Br -3.833 4.022 -2.197
Br -2.471 2.109 -4.252
H -4.240 1.492 -2.543
C -1.039 6.378 -0.254
Br -2.944 6.505 0.308
Br 0.206 6.505 1.292
Br -0.506 7.821 -1.581
H -0.965 5.406 -0.741
C 2.809 4.482 -3.849
Br 3.603 5.418 -2.339
Br 2.936 5.646 -5.431
Br 0.919 4.031 -3.567
H 3.432 3.605 -4.023

Entry 3:
Below is an isolated ion of composition C25H39Br3F4N2O7P and charge +1, with properties calculated with the ωB97M-V functional and the def2-TZVPD basis.

Values from the calculation:
HOMO: -12.63 eV
Charge: +1
2S+1: 1

Positions of all 81 atoms, in Å:
C -1.537 -3.909 -1.345
C -1.746 -2.998 -2.562
C -1.677 -1.509 -2.173
O -0.429 -0.982 -2.591
C 0.137 0.073 -1.879
C -0.803 1.049 -1.085
C -1.531 1.859 -2.146
C -2.550 2.783 -1.560
C -3.857 2.094 -1.243
O -3.560 3.070 -2.393
C 0.243 1.652 -0.114
P 1.087 3.012 -1.123
O 0.155 4.142 -1.238
C -0.273 2.586 1.007
O -1.454 2.600 1.267
N 0.689 3.473 1.636
C 0.398 4.882 1.479
O 1.294 5.697 1.380
F -0.872 5.247 1.506
N 0.984 0.411 0.292
C 0.169 -0.624 1.020
C -0.829 -0.157 2.086
O -1.195 -1.353 2.761
C -2.561 -1.388 3.010
O -3.104 -0.496 3.626
C -3.333 -2.576 2.502
C -4.267 -2.188 1.352
C 2.251 0.636 1.097
C 2.069 0.829 2.602
C 3.377 1.284 3.255
F 4.255 1.777 2.367
Br 3.009 2.662 4.574
C 4.048 0.091 3.975
F 3.337 -0.313 5.002
F 4.196 -0.903 3.102
Br 5.826 0.589 4.617
C 1.429 -0.244 -1.017
C 2.723 0.296 -1.628
C 1.626 -1.778 -0.978
C 2.365 -2.499 -2.100
C 2.097 -2.145 -3.569
Br 4.282 -2.791 -1.737
H -0.484 -4.051 -1.133
H -2.022 -4.864 -1.477
H -1.970 -3.476 -0.448
H -2.761 -3.184 -2.883
H -1.027 -3.211 -3.337
H -2.515 -1.024 -2.665
H -1.875 -1.453 -1.105
H 0.545 0.707 -2.664
H -1.588 0.586 -0.500
H -0.936 2.443 -2.841
H -2.172 1.218 -2.735
H -2.228 3.532 -0.881
H -4.048 1.251 -1.886
H -4.726 2.637 -0.915
H 1.558 2.566 -2.366
H 2.225 3.386 -0.380
H 0.606 3.294 2.635
H -0.460 -1.172 0.340
H 0.830 -1.329 1.495
H -0.509 0.628 2.757
H -1.718 0.218 1.595
H -2.630 -3.343 2.206
H -3.943 -2.927 3.317
H -5.158 -2.795 1.422
H -3.847 -2.408 0.380
H -4.594 -1.158 1.405
H 2.718 1.537 0.741
H 2.908 -0.210 0.997
H 1.293 1.503 2.912
H 1.828 -0.124 3.060
H 2.739 0.233 -2.703
H 3.544 -0.233 -1.172
H 2.953 1.331 -1.385
H 0.687 -2.298 -0.868
H 2.156 -2.015 -0.057
H 2.031 -3.519 -2.034
H 1.674 -1.165 -3.732
H 1.421 -2.859 -4.015
H 3.027 -2.198 -4.114

Entry 4:
Below is one molecule with the formula C5H11NO2, with properties calculated with the ωB97M-V functional and the def2-TZVPD basis.

Values from the calculation:
ΔE to the lowest compared entry with this formula, charge and spin: 212.3 kJ/mol
HOMO: -9.28 eV
2S+1: 1

Positions of all 19 atoms, in Å:
C -2.046 -0.286 -1.400
C -1.357 0.832 -0.651
O -2.171 1.487 -0.057
N -0.022 1.246 -0.669
C 0.999 0.121 -0.703
C 1.013 -0.909 0.431
C 0.579 -0.312 1.713
O 1.574 0.658 1.949
H -3.131 -0.110 -1.615
H -1.607 -0.407 -2.437
H -2.009 -1.151 -0.700
H 0.108 2.064 -0.111
H 0.803 -0.444 -1.619
H 1.981 0.475 -1.079
H 2.074 -1.170 0.609
H 0.502 -1.806 0.008
H 0.568 -0.954 2.632
H -0.370 0.364 1.817
H 2.513 0.301 1.883

Entry 5:
Below is a 2-piece molecular cluster, C4H13NOS2 overall, with properties calculated with the ωB97M-V functional and the def2-TZVPD basis.

Values from the calculation:
ΔE to the lowest compared entry with this formula, charge and spin: 0.0 kJ/mol
HOMO (spin up / spin down): -13.33 / -13.30 eV
Charge: +1
2S+1: 2
<S²>: 0.755

Positions of all 21 atoms, in Å:
N -1.700 1.278 2.918
C -1.873 0.044 2.142
C -2.031 0.268 0.641
S -0.926 1.438 -0.171
S 0.928 0.962 0.328
C 1.760 0.501 -1.230
C 2.922 -0.474 -0.936
H -1.650 2.076 2.293
H -0.772 1.271 3.326
H -2.781 -0.448 2.504
H -1.129 -0.742 2.297
H -2.982 0.770 0.436
H -2.071 -0.689 0.123
H 2.047 1.432 -1.715
H 1.074 -0.046 -1.885
H 2.724 -0.965 0.024
H 2.734 -1.306 -1.613
H 3.912 -0.041 -0.946
H 0.148 -1.507 -3.572
H -0.522 -2.207 -2.351
O 0.187 -1.614 -2.611

Entry 6:
Below is a 4-piece molecular cluster, H8O4 overall, with properties calculated with the ωB97M-V functional and the def2-TZVPD basis.

Values from the calculation:
ΔE to the lowest compared entry with this formula, charge and spin: 181.0 kJ/mol
HOMO: -10.76 eV
2S+1: 1

Positions of all 12 atoms, in Å:
O 0.860 -0.921 -0.032
H 0.181 -1.442 -0.481
H 1.607 -1.441 0.138
O -0.384 1.429 -0.094
H -1.127 1.379 0.562
H -0.804 1.133 -0.831
O 4.029 0.364 0.128
H 4.036 0.443 1.056
H 4.162 -0.600 -0.131
O -4.106 -0.145 0.318
H -3.757 -0.614 -0.491
H -4.696 0.417 -0.142

Entry 7:
Below is C6H18O6Tl as an isolated structure, with properties calculated with the ωB97M-V functional and the def2-TZVPD basis.

Values from the calculation:
ΔE to the lowest compared entry with this formula, charge and spin: 369.1 kJ/mol
HOMO: -21.01 eV
Charge: +3
2S+1: 1

Positions of all 31 atoms, in Å:
Tl -1.317 0.732 0.168
C -2.513 -1.136 3.195
C -0.985 -1.018 3.164
O -0.357 -1.346 2.001
O -3.178 -0.440 2.152
H -2.990 -0.763 4.101
H -2.820 -2.177 3.094
H -0.569 -1.771 3.833
H -0.565 -0.073 3.508
H 0.295 -2.013 2.229
H -4.094 -0.482 2.436
C 0.409 1.470 -3.196
C -0.874 0.769 -3.628
O -1.262 -0.203 -2.652
O 0.321 2.212 -1.939
H 0.756 2.075 -4.034
H 1.227 0.756 -3.283
H -0.666 0.281 -4.580
H -1.682 1.484 -3.785
H -0.786 -1.015 -2.841
H 1.099 2.762 -1.823
C 2.208 -0.303 -0.537
C 2.313 0.142 0.985
O 1.368 1.141 1.327
O 0.923 -0.770 -0.935
H 2.932 -1.102 -0.697
H 2.421 0.502 -1.240
H 3.283 0.636 0.925
H 2.251 -0.656 1.724
H 1.783 1.482 2.123
H 1.068 -1.176 -1.793

Entry 8:
Below is a 2-piece molecular cluster, C36H53BrCl2IN2O6P overall, with properties calculated with the ωB97M-V functional and the def2-TZVPD basis.

Values from the calculation:
HOMO: -8.69 eV
2S+1: 1

Positions of all 102 atoms, in Å:
C 5.038 2.048 -2.407
C 3.856 2.036 -1.270
C 2.345 2.065 -1.987
Cl 1.877 3.853 -2.128
C 1.353 1.156 -1.050
C 0.516 -0.077 -1.809
C 0.628 -0.357 -3.454
C 1.704 -1.555 -3.812
N 1.273 -2.296 -5.095
C -0.508 -1.081 -0.996
C -0.658 -0.847 0.654
C 0.140 0.359 1.427
Br -0.158 0.499 3.422
C 1.148 1.401 0.592
O 1.889 2.496 1.237
C 0.999 3.504 1.832
C -0.332 3.871 0.948
N -1.597 3.147 1.366
C -2.847 3.963 1.124
C -3.779 3.400 -0.138
C -4.311 4.723 -0.995
O -5.002 2.760 0.417
C -1.698 -1.925 1.398
O -1.404 -2.512 2.565
C -3.091 -2.232 0.525
C -4.596 -2.310 1.237
C -4.735 -2.058 2.851
C -5.331 -3.340 3.699
C -5.120 -2.941 5.309
Cl -4.481 -4.953 3.355
C -5.905 -2.609 0.264
C -7.415 -2.647 0.902
I -8.832 -1.636 -0.494
C -7.997 -4.144 1.229
C -7.105 -5.384 0.633
C -5.719 -2.875 -1.375
C -4.231 -2.805 -2.113
P -3.956 -3.104 -4.005
O -3.265 -1.649 -4.667
O -5.528 -3.461 -4.671
C -2.948 -2.456 -1.126
C -1.393 -2.300 -1.722
O -0.894 -3.099 -2.670
H 5.617 3.091 -2.435
H 5.781 1.139 -2.190
H 4.652 1.875 -3.509
H 3.908 1.008 -0.664
H 4.016 2.944 -0.538
H 2.513 1.664 -3.073
H 0.834 0.639 -4.058
H -0.433 -0.739 -3.826
H 1.757 -2.377 -2.979
H 2.788 -1.095 -4.002
H 0.232 -2.331 -5.168
H 1.574 -3.298 -5.027
H 1.639 4.510 1.897
H 0.687 3.275 2.955
H -0.496 5.047 1.070
H -0.215 3.697 -0.214
H -1.673 2.341 0.674
H -2.671 5.107 0.952
H -3.528 3.840 2.089
H -3.197 2.674 -0.852
H -3.596 5.025 -1.871
H -4.498 5.646 -0.275
H -5.369 4.479 -1.478
H -5.328 2.164 -0.343
H -3.751 -1.725 3.390
H -5.509 -1.160 2.986
H -6.492 -3.371 3.492
H -5.964 -2.229 5.698
H -4.058 -2.489 5.526
H -5.200 -3.950 5.898
H -7.412 -2.003 1.882
H -8.133 -4.294 2.393
H -9.095 -4.182 0.763
H -7.514 -6.373 1.156
H -7.351 -5.463 -0.519
H -5.961 -5.336 0.879
H -6.640 -3.104 -2.068
H -3.996 -0.952 -4.564
H -5.955 -4.073 -3.976
C 6.752 2.033 1.634
C 7.726 2.049 0.468
C 8.402 0.698 0.224
C 9.274 0.190 1.378
C 10.406 1.129 1.803
C 11.423 1.375 0.700
H 7.254 1.804 2.578
H 6.277 3.013 1.741
H 5.963 1.291 1.471
H 8.476 2.832 0.624
H 7.177 2.331 -0.441
H 9.007 0.763 -0.688
H 7.629 -0.055 0.018
H 9.705 -0.775 1.085
H 8.642 -0.017 2.250
H 10.922 0.685 2.662
H 10.001 2.085 2.150
H 11.877 0.434 0.372
H 12.224 2.026 1.066
H 10.971 1.863 -0.167

- Which formula does entry 5 have?
  C4H13NOS2